Record 1
Below is 11 unconnected molecules or ions with the total composition C44H121N11O11 at a distorted geometry, with properties calculated with ωB97M-V/def2-TZVPD.

Results
HOMO level: -8.662 eV
HOMO-LUMO gap: 9.07 eV
multiplicity: 1
relative energy (zero: lowest compared OMol25 entry of this formula, charge and spin): 193.5 kcal/mol
net charge: 0
SMILES: COC[C@H](C)N.COC[C@H](C)N.COC[C@H](C)N.COC[C@H](C)N.COC[C@H](C)N.COC[C@H](C)N.COC[C@H](C)N.COC[C@H](C)N.COC[C@H](C)N.COC[C@H](C)N.COC[C@H](C)N

Each line ends with the Mulliken charge.
Cartesian coordinates (Å):
C1 -12.955 10.044 17.882  -0.824
O1 -12.814 8.604 17.774  -0.385
C2 -13.934 7.956 17.078  -0.362
C3 -13.739 6.523 17.190  0.279
C4 -14.916 5.647 16.575  -1.207
N1 -13.848 6.072 18.619  -0.760
H1 -13.916 10.337 18.304  0.368
H2 -12.529 10.527 17.003  0.211
H3 -12.408 10.411 18.751  0.371
H4 -14.908 8.395 17.291  0.469
H5 -13.771 8.198 16.028  -0.042
H6 -12.788 6.270 16.721  0.333
H7 -14.689 4.581 16.579  0.329
H8 -15.260 5.962 15.590  0.219
H9 -15.814 5.841 17.161  0.354
H10 -14.560 6.720 18.924  0.309
H11 -13.086 6.481 19.141  0.322
C5 -12.051 14.495 13.728  -1.048
O2 -13.312 13.996 14.174  -0.113
C6 -13.903 15.002 14.954  -1.083
C7 -15.431 14.831 15.062  0.715
C8 -16.022 15.757 16.181  -1.582
N2 -15.708 13.495 15.351  -0.595
H12 -11.485 13.690 13.259  0.224
H13 -11.372 14.995 14.419  0.425
H14 -12.198 15.207 12.916  0.418
H15 -13.361 14.850 15.887  0.416
H16 -13.654 15.981 14.544  0.458
H17 -15.852 15.011 14.073  0.189
H18 -15.873 16.830 16.063  0.374
H19 -15.614 15.509 17.161  0.341
H20 -17.076 15.480 16.209  0.374
H21 -15.043 13.247 16.069  0.289
H22 -15.366 12.979 14.553  0.149
C9 -8.744 10.134 12.156  -0.609
O3 -7.751 9.792 11.178  -0.459
C10 -8.361 9.196 10.060  -0.293
C11 -7.212 9.013 8.988  0.591
C12 -6.654 10.227 8.508  -1.543
N3 -7.845 8.355 7.836  -0.635
H23 -8.300 10.773 12.920  0.410
H24 -8.972 9.244 12.742  0.304
H25 -9.705 10.622 11.994  0.063
H26 -8.853 8.268 10.351  0.339
H27 -9.074 9.939 9.702  0.171
H28 -6.440 8.374 9.416  0.244
H29 -5.889 9.910 7.799  0.379
H30 -6.236 10.804 9.333  0.343
H31 -7.203 10.834 7.787  0.352
H32 -8.295 7.521 8.184  0.087
H33 -7.206 7.985 7.147  0.276
C13 -18.203 11.305 5.035  -0.944
O4 -17.558 10.328 5.771  -0.178
C14 -18.384 9.372 6.386  -1.091
C15 -17.743 8.421 7.421  1.774
C16 -16.675 7.518 6.790  -1.827
N4 -18.713 7.600 8.161  -0.646
H34 -18.558 10.933 4.074  0.294
H35 -17.551 12.156 4.836  0.262
H36 -19.060 11.659 5.608  0.403
H37 -19.234 9.847 6.877  0.483
H38 -18.831 8.813 5.563  0.364
H39 -17.122 8.925 8.162  -0.609
H40 -15.641 7.799 6.986  0.360
H41 -16.751 7.313 5.722  0.366
H42 -16.653 6.534 7.257  0.490
H43 -18.206 6.893 8.675  -0.067
H44 -19.299 8.095 8.818  0.355
C17 -14.871 11.286 7.771  0.093
O5 -15.205 12.640 8.233  -0.326
C18 -16.439 12.760 8.866  -0.774
C19 -16.324 13.754 9.957  1.525
C20 -17.539 13.556 10.844  -1.305
N5 -16.178 15.201 9.635  -0.770
H45 -13.973 11.348 7.156  0.264
H46 -15.717 10.819 7.267  -0.196
H47 -14.726 10.693 8.674  -0.039
H48 -16.983 13.004 7.954  0.411
H49 -16.761 11.793 9.254  0.194
H50 -15.450 13.543 10.573  -0.426
H51 -18.393 13.806 10.214  0.384
H52 -17.593 14.240 11.690  0.361
H53 -17.573 12.537 11.230  0.208
H54 -15.303 15.221 9.131  0.118
H55 -16.762 15.419 8.840  0.361
C21 -12.412 16.555 8.803  -0.804
O6 -11.011 16.634 8.529  -0.416
C22 -10.691 16.188 7.206  -0.937
C23 -10.736 14.624 7.075  0.699
C24 -9.747 13.956 7.973  -1.207
N6 -10.310 14.322 5.796  -0.716
H56 -13.016 16.336 7.922  0.436
H57 -12.586 17.509 9.301  0.358
H58 -12.701 15.731 9.456  0.182
H59 -11.262 16.734 6.455  0.489
H60 -9.684 16.596 7.127  0.413
H61 -11.787 14.336 7.083  -0.030
H62 -10.143 14.282 8.935  0.261
H63 -8.702 14.248 7.867  0.316
H64 -9.885 12.881 7.857  0.399
H65 -10.125 13.331 5.741  0.273
H66 -9.445 14.833 5.687  0.292
C25 -14.747 7.678 10.484  0.205
O7 -14.801 9.034 11.098  0.832
C26 -13.921 9.218 12.154  -1.592
C27 -13.893 10.656 12.743  0.837
C28 -13.327 11.618 11.559  0.097
N7 -12.993 10.734 13.864  -0.212
H67 -15.689 7.524 9.958  -0.598
H68 -14.533 6.917 11.234  0.240
H69 -14.016 7.705 9.676  -0.073
H70 -14.346 8.662 12.990  0.402
H71 -12.901 8.851 12.040  0.192
H72 -14.887 10.982 13.051  -0.271
H73 -13.294 12.606 12.018  0.062
H74 -14.103 11.628 10.794  -0.618
H75 -12.386 11.264 11.138  0.160
H76 -12.033 10.593 13.583  0.235
H77 -13.126 11.686 14.176  0.202
C29 -10.087 5.544 4.159  -0.840
O8 -10.644 5.639 5.375  -0.256
C30 -11.517 6.691 5.654  -0.799
C31 -11.682 6.716 7.217  1.170
C32 -12.526 5.574 7.831  -1.470
N8 -12.188 8.038 7.658  -0.406
H78 -9.834 6.545 3.807  0.337
H79 -10.939 5.342 3.510  0.342
H80 -9.230 4.895 3.976  0.243
H81 -11.137 7.649 5.300  0.495
H82 -12.501 6.496 5.227  0.363
H83 -10.730 6.631 7.740  -0.361
H84 -12.649 5.780 8.894  0.160
H85 -12.115 4.569 7.733  0.457
H86 -13.514 5.385 7.410  0.284
H87 -11.795 8.790 7.110  0.238
H88 -11.854 8.362 8.555  0.070
C33 -11.455 5.800 13.021  -0.393
O9 -10.208 5.371 12.541  -0.279
C34 -10.015 3.984 12.558  -1.107
C35 -10.449 3.238 11.287  1.187
C36 -10.145 1.708 11.516  -1.751
N9 -9.623 3.600 10.154  -0.571
H89 -11.486 6.889 12.968  -0.048
H90 -11.476 5.569 14.086  0.488
H91 -12.309 5.290 12.575  0.090
H92 -8.946 3.805 12.671  0.393
H93 -10.381 3.475 13.449  0.418
H94 -11.487 3.383 10.990  -0.240
H95 -10.282 1.132 10.601  0.474
H96 -10.824 1.379 12.302  0.450
H97 -9.138 1.457 11.848  0.403
H98 -8.998 4.347 10.421  0.218
H99 -8.966 2.845 10.018  0.277
C37 -15.108 3.447 10.849  -0.700
O10 -16.284 4.066 10.374  -0.371
C38 -17.030 4.620 11.453  -0.838
C39 -18.109 5.536 10.747  1.942
C40 -18.802 6.578 11.635  -0.706
N10 -19.125 4.690 10.302  -0.864
H100 -14.416 3.102 10.081  0.308
H101 -15.223 2.628 11.558  0.424
H102 -14.531 4.123 11.480  0.078
H103 -17.526 3.800 11.971  0.585
H104 -16.441 5.312 12.053  0.134
H105 -17.745 5.982 9.821  -0.761
H106 -18.049 7.333 11.861  -0.406
H107 -19.146 6.330 12.639  0.352
H108 -19.747 6.915 11.211  0.434
H109 -19.689 5.226 9.659  0.303
H110 -18.813 3.869 9.802  0.296
C41 -17.612 9.869 12.173  -0.367
O11 -18.912 9.805 12.768  -0.312
C42 -19.082 10.448 13.948  -0.626
C43 -20.405 10.211 14.824  0.396
C44 -20.356 10.680 16.272  -1.506
N11 -20.706 8.817 14.726  -0.655
H111 -16.961 9.219 12.757  0.524
H112 -17.032 10.792 12.153  -0.027
H113 -17.729 9.429 11.183  0.005
H114 -18.219 10.151 14.544  0.345
H115 -18.967 11.531 13.897  0.199
H116 -21.202 10.738 14.299  0.231
H117 -20.215 11.708 16.606  0.381
H118 -19.588 10.144 16.829  0.319
H119 -21.291 10.626 16.831  0.384
H120 -20.625 8.611 13.741  0.262
H121 -20.181 8.181 15.308  0.262

Record 2
Below is 16 unconnected molecules or ions with the total composition C44H122N6O16 at a distorted geometry, with properties calculated with ωB97M-V/def2-TZVPD.

Results
HOMO level: -8.291 eV
HOMO-LUMO gap: 8.34 eV
multiplicity: 1
net charge: 0

Each line ends with the Mulliken charge.
Cartesian coordinates (Å):
C1 -5.674 -5.149 -4.022  -1.576
C2 -5.785 -4.767 -5.493  1.257
C3 -5.862 -3.175 -5.554  -1.069
C4 -4.519 -2.412 -5.424  -0.692
C5 -3.387 -3.002 -6.362  -1.120
C6 -3.311 -4.596 -6.247  1.364
N1 -4.674 -5.136 -6.402  0.102
O1 -4.641 -6.571 -6.557  -0.462
C7 -2.491 -5.119 -7.544  -1.761
C8 -2.561 -4.904 -4.891  -1.778
C9 -7.141 -5.305 -6.035  -1.824
H1 -6.585 -5.007 -3.439  0.436
H2 -4.769 -4.902 -3.467  0.289
H3 -5.629 -6.232 -3.914  0.430
H4 -6.368 -2.909 -6.482  0.415
H5 -6.475 -2.849 -4.714  0.378
H6 -4.135 -2.379 -4.405  0.324
H7 -4.635 -1.354 -5.660  0.408
H8 -2.443 -2.501 -6.153  0.422
H9 -3.666 -2.825 -7.400  0.425
H10 -2.215 -6.150 -7.320  0.423
H11 -2.920 -5.150 -8.545  0.373
H12 -1.534 -4.597 -7.556  0.433
H13 -2.540 -5.959 -4.620  0.405
H14 -1.501 -4.907 -5.146  0.480
H15 -2.723 -4.253 -4.032  0.318
H16 -7.188 -6.393 -6.021  0.380
H17 -7.383 -5.084 -7.074  0.416
H18 -8.002 -5.028 -5.426  0.398
H19 -4.765 -6.838 -5.643  0.406
C10 1.667 2.246 -1.928  -1.669
C11 0.527 1.792 -1.024  1.307
C12 0.157 0.317 -1.308  -1.269
C13 1.190 -0.737 -0.809  -0.660
C14 1.234 -0.590 0.690  -1.593
C15 1.508 0.906 1.157  1.798
N2 0.692 1.952 0.461  0.251
O2 0.934 3.251 0.787  -0.408
C16 0.900 0.898 2.568  -1.955
C17 3.078 1.161 1.165  -1.554
C18 -0.851 2.553 -1.427  -1.761
H20 1.519 1.921 -2.958  0.404
H21 2.567 1.793 -1.511  0.354
H22 1.790 3.329 -1.909  0.451
H23 -0.742 -0.061 -0.822  0.314
H24 -0.040 0.235 -2.377  0.570
H25 2.180 -0.443 -1.159  0.224
H26 0.960 -1.742 -1.163  0.460
H27 2.097 -1.189 0.983  0.487
H28 0.429 -1.097 1.222  0.430
H29 1.393 0.085 3.103  0.472
H30 0.965 1.808 3.165  0.379
H31 -0.111 0.512 2.443  0.339
H32 3.625 0.253 0.910  0.324
H33 3.370 1.946 0.468  0.297
H34 3.365 1.493 2.163  0.460
H35 -1.674 2.038 -0.933  0.346
H36 -0.919 2.582 -2.514  0.411
H37 -0.861 3.591 -1.093  0.380
H38 1.789 3.384 0.371  0.412
C19 -1.427 3.153 -9.983  -1.441
C20 -0.396 2.036 -9.999  0.547
C21 -0.612 0.929 -11.045  -0.731
O3 0.243 -0.299 -10.977  -0.323
C22 -0.096 -1.329 -11.866  -0.693
N3 0.822 2.720 -10.191  -0.699
H39 -2.442 2.810 -9.784  0.385
H40 -1.397 3.699 -10.926  0.342
H41 -1.164 3.849 -9.187  0.360
H42 -0.424 1.591 -9.004  0.258
H43 -0.526 1.267 -12.077  0.281
H44 -1.656 0.621 -10.992  0.364
H45 0.160 -1.206 -12.918  0.289
H46 -1.173 -1.481 -11.929  0.298
H47 0.437 -2.176 -11.434  0.234
H48 0.902 3.258 -11.042  0.244
H49 1.506 1.978 -10.158  0.284
C23 -2.465 6.936 8.074  -1.279
C24 -1.259 6.000 7.976  0.282
C25 -1.526 4.610 8.645  -0.581
O4 -0.612 3.651 8.070  -0.221
C26 -0.408 2.377 8.710  -0.797
N4 -1.090 5.942 6.540  -0.716
H50 -2.211 7.980 7.891  0.318
H51 -2.832 7.110 9.085  0.346
H52 -3.235 6.475 7.454  0.344
H53 -0.328 6.424 8.352  0.277
H54 -2.532 4.276 8.388  0.302
H55 -1.399 4.720 9.721  0.323
H56 0.216 1.703 8.122  0.231
H57 -1.347 1.879 8.950  0.314
H58 0.051 2.572 9.679  0.305
H59 -1.901 5.692 5.993  0.258
H60 -0.541 5.113 6.364  0.293
C27 -0.212 -6.036 5.652  -1.313
C28 -0.542 -7.507 6.003  0.499
C29 -1.826 -8.034 5.367  -0.676
O5 -2.861 -7.282 5.984  -0.262
C30 -4.163 -7.800 5.613  -0.734
N5 0.621 -8.295 5.571  -0.656
H61 0.643 -5.604 6.173  0.381
H62 -0.925 -5.265 5.946  0.292
H63 -0.047 -5.956 4.578  0.259
H64 -0.657 -7.625 7.081  0.208
H65 -1.907 -9.117 5.456  0.371
H66 -1.968 -7.754 4.323  0.331
H67 -4.209 -7.919 4.531  0.313
H68 -4.903 -7.116 6.029  0.203
H69 -4.306 -8.775 6.079  0.304
H70 1.363 -8.036 6.206  0.255
H71 0.427 -9.252 5.831  0.249
C31 -6.224 2.663 3.759  -1.485
C32 -4.833 2.374 3.180  0.530
C33 -4.859 1.203 2.212  -0.355
O6 -5.433 0.077 2.815  -0.294
C34 -5.219 -1.159 2.144  -0.729
N6 -4.303 3.568 2.571  -0.681
H72 -6.264 3.623 4.273  0.388
H73 -6.650 1.826 4.311  0.314
H74 -6.948 2.821 2.959  0.334
H75 -4.264 2.120 4.074  0.247
H76 -3.859 1.008 1.826  0.207
H77 -5.519 1.515 1.401  0.258
H78 -5.592 -1.141 1.121  0.269
H79 -5.793 -1.897 2.705  0.227
H80 -4.141 -1.250 2.275  0.306
H81 -3.334 3.344 2.399  0.227
H82 -4.647 3.923 1.690  0.235
C35 -4.558 -2.351 7.032  -0.491
O7 -4.278 -3.315 7.997  -0.514
H83 -5.584 -2.505 6.698  0.269
H84 -4.629 -1.447 7.637  0.236
H85 -3.815 -2.315 6.236  0.218
H86 -4.128 -4.187 7.624  0.281
C36 -1.260 8.504 -4.869  -0.473
O8 -2.509 8.683 -5.484  -0.506
H87 -1.501 7.967 -3.952  0.218
H88 -0.599 7.758 -5.311  0.227
H89 -0.792 9.479 -4.735  0.234
H90 -2.406 9.339 -6.177  0.299
C37 5.873 6.926 0.873  -0.480
O9 4.488 6.799 0.443  -0.485
H91 6.582 6.259 0.384  0.253
H92 6.224 7.958 0.884  0.249
H93 5.826 6.505 1.877  0.181
H94 4.374 7.118 -0.455  0.277
C38 7.245 0.453 -3.177  -0.503
O10 6.510 -0.714 -3.536  -0.484
H95 7.148 1.189 -3.975  0.223
H96 6.922 0.892 -2.233  0.178
H97 8.276 0.102 -3.153  0.273
H98 7.216 -1.252 -3.902  0.313
C39 7.357 -4.382 0.177  -0.573
O11 6.150 -4.242 -0.566  -0.471
H99 7.686 -5.421 0.219  0.236
H100 8.207 -3.737 -0.042  0.267
H101 7.148 -4.170 1.226  0.237
H102 6.323 -3.459 -1.094  0.303
C40 9.886 2.120 2.424  -0.422
O12 10.747 1.003 2.070  -0.523
H103 10.544 2.941 2.710  0.253
H104 9.392 2.455 1.512  0.191
H105 9.137 1.941 3.196  0.210
H106 11.224 0.585 2.790  0.292
C41 7.118 -1.179 6.379  -0.459
O13 6.944 -0.876 7.752  -0.498
H107 8.148 -1.085 6.034  0.232
H108 6.856 -2.222 6.197  0.219
H109 6.539 -0.508 5.745  0.221
H110 7.222 0.032 7.894  0.285
C42 1.363 -6.707 0.781  -0.541
O14 1.471 -8.054 1.336  -0.522
H111 2.046 -5.978 1.218  0.247
H112 1.344 -6.840 -0.301  0.274
H113 0.375 -6.267 0.921  0.235
H114 1.555 -8.023 2.292  0.285
C43 3.645 9.561 -3.457  -0.581
O15 4.034 8.216 -3.709  -0.491
H115 4.586 10.065 -3.237  0.247
H116 3.181 10.033 -4.323  0.300
H117 2.975 9.744 -2.617  0.226
H118 3.828 7.979 -4.616  0.304
C44 4.525 4.736 6.788  -0.546
O16 5.750 4.418 6.097  -0.484
H119 3.926 3.951 7.250  0.234
H120 4.765 5.444 7.581  0.294
H121 3.863 5.327 6.156  0.230
H122 6.315 3.909 6.683  0.272